[1]
{
  "formula": "C7H13Br6Cl3",
  "method": "ωB97M-V with the def2-TZVPD basis set",
  "species": ["Br", "C", "C", "Br", "H", "H", "H", "H", "Br", "C", "C", "Br", "H", "H", "H", "H", "Br", "C", "C", "Br", "H", "H", "H", "H", "C", "Cl", "Cl", "Cl", "H"],
  "xyz": [[-3.0174, 0.5627, 1.6558], [-1.5772, 1.8524, 1.4817], [-0.7457, 1.3406, 0.3430], [0.6242, 2.6390, -0.0403], [-0.9383, 1.9173, 2.3624], [-2.0612, 2.8145, 1.3142], [-1.5037, 1.1020, -0.4031], [-0.0639, 0.5588, 0.6778], [0.3805, -0.6536, -3.3051], [-0.8116, -1.2112, -1.7691], [-2.0355, -0.1911, -1.6327], [-3.0771, -0.5165, -3.3169], [-0.3341, -1.0376, -0.8048], [-1.0195, -2.2714, -1.9139], [-1.7641, 0.8544, -1.4861], [-2.7213, -0.3519, -0.8009], [-0.9919, -0.8719, 1.0009], [0.6927, -1.8323, 1.2373], [1.8693, -0.9810, 1.8725], [3.5943, -1.8955, 1.7765], [1.0857, -2.2034, 0.2907], [0.4319, -2.7084, 1.8311], [1.7247, -0.7333, 2.9241], [1.9681, 0.0186, 1.4494], [1.9887, 0.8967, -1.0324], [2.9488, 0.2186, -2.3111], [2.9858, 0.7723, 0.4772], [0.5074, -0.0566, -0.6894], [1.8604, 1.9678, -1.1886]],
  "forces_ev_per_angstrom": [[-2.9036, 1.9667, 1.1492], [0.1708, 1.2238, 0.5068], [-1.7364, 5.8865, 3.7308], [-4.0537, 5.5564, 2.5666], [-0.4950, -0.1790, 0.3909], [0.0472, -0.1697, -0.0283], [1.7135, 0.9388, 1.2331], [-0.9217, 4.4088, 1.2045], [-2.3908, -1.5516, -0.2337], [-4.5016, -1.2605, -3.5406], [-0.5579, -2.3269, -2.7106], [-0.0225, 0.6246, 0.8694], [-4.1867, -6.7057, -2.3767], [-0.7149, 0.1539, -0.3146], [-0.2146, -0.7565, -2.7934], [-0.0199, -0.7590, -0.4509], [-1.3638, -9.4067, 6.2333], [1.9661, -1.0713, 0.9277], [-2.7826, -1.7017, 1.8842], [-0.7133, -0.0950, 0.1026], [-0.3623, -0.0339, -0.0928], [0.0936, 0.1683, 0.1634], [-0.2745, -0.7657, 0.2966], [-1.3748, -2.0187, 1.0367], [3.0348, -0.6530, 0.3939], [1.3336, -0.2044, -0.2814], [3.8434, 4.0459, -3.8435], [16.2951, 6.4563, -4.5131], [1.0923, -1.7709, -1.5102]],
  "mulliken_charge": [-0.20, -0.59, 0.03, -0.16, 0.44, 0.48, 0.08, -0.02, -0.10, -0.62, -0.65, -0.12, -0.12, 0.61, 0.39, 0.42, -0.17, -0.36, -0.73, -0.11, 0.38, 0.54, 0.47, 0.40, -0.08, -0.18, -0.22, -0.12, 0.32],
  "relative_energy_kj_mol": 2033.1,
  "lumo_ev": 0.1217,
  "homo_lumo_gap_ha": 0.3148
}


[2]
{
  "formula": "C7H13BrN2O",
  "method": "ωB97M-V with the def2-TZVPD basis set",
  "species": ["C", "C", "C", "C", "C", "C", "C", "N", "N", "O", "Br", "H", "H", "H", "H", "H", "H", "H", "H", "H", "H", "H", "H", "H"],
  "xyz": [[-0.7044, 0.0341, -1.4451], [-0.8605, -1.2242, -0.6302], [0.6639, 0.9862, 0.4125], [-0.2673, -2.4531, -1.3027], [-1.8375, -1.3276, 0.5101], [-0.1597, 1.7099, 1.5894], [1.9657, 1.7822, 0.2223], [-0.0870, 1.1253, -0.8666], [0.9038, -0.3555, 0.9640], [-1.0665, -0.0821, -2.5978], [2.2748, -1.2965, 0.4058], [-0.6362, -3.3704, -0.7947], [0.8351, -2.5042, -0.9319], [-0.4273, -2.5374, -2.3541], [-1.5460, -0.5299, 1.3000], [-1.8163, -2.3601, 0.8254], [-2.7915, -1.1436, -0.0126], [0.1306, 1.3437, 2.5904], [-1.1862, 1.3835, 1.4110], [-0.1323, 2.7700, 1.5520], [2.5118, 1.4476, -0.6471], [2.5477, 1.8214, 1.2227], [1.8564, 2.8253, 0.0382], [-0.1711, 1.9552, -1.4608]],
  "forces_ev_per_angstrom": [[0.7852, -0.6246, 0.9992], [1.9552, -0.3406, 0.6542], [0.7143, 2.6547, 1.4035], [0.2459, -0.1585, 3.2429], [0.8666, 1.4854, -0.6871], [-0.1389, -2.2672, -0.6694], [0.8714, -0.1911, 1.8355], [-1.0910, -1.9385, -0.7593], [-3.5270, 0.5644, -1.0463], [-0.3432, 1.0232, -0.5282], [2.2027, -0.7539, -0.7236], [-0.2322, 0.4998, -0.4121], [-1.1687, 0.3471, -1.2022], [0.3176, 0.3501, -0.6885], [-1.0728, -1.7519, -1.2017], [-0.0991, -0.0125, 0.6882], [-0.2127, 0.1344, 0.7332], [0.1287, 0.2106, -0.6121], [-0.1202, 0.2772, 0.3081], [0.2049, 0.9772, -0.2401], [0.5819, -0.5935, 0.1664], [-0.5691, -0.6876, -1.7684], [-0.9502, 0.9755, -0.2509], [0.6507, -0.1794, 0.7586]],
  "mulliken_charge": [0.34, 0.74, 1.22, -0.93, -1.07, -1.61, -1.79, -0.06, -0.43, -0.63, -0.10, 0.34, 0.06, 0.32, 0.12, 0.42, 0.32, 0.37, 0.36, 0.40, 0.50, 0.35, 0.49, 0.27],
  "relative_energy_kj_mol": 106.7,
  "lumo_ev": [-0.0807, -0.8799],
  "homo_lumo_gap_ha": [0.3133, 0.2551]
}


[3]
{
  "formula": "C7H13BrN3",
  "method": "ωB97M-V with the def2-TZVPD basis set",
  "species": ["C", "C", "C", "C", "C", "C", "C", "N", "N", "N", "Br", "H", "H", "H", "H", "H", "H", "H", "H", "H", "H", "H", "H", "H"],
  "xyz": [[3.0992, -2.3089, 0.6791], [1.7862, -2.2495, 0.2258], [3.9591, -1.2420, 0.5928], [1.2524, -0.9937, -0.1891], [3.5022, -0.0340, 0.2076], [-4.8712, -0.2943, 0.2549], [2.4094, 2.5643, -0.7294], [1.9678, 0.1687, -0.1029], [-3.9088, -0.5659, -0.8398], [1.4470, 1.4181, -0.3865], [-0.4694, -0.9612, -0.9564], [3.4681, -3.2480, 1.2589], [1.2105, -3.1954, 0.1290], [5.0626, -1.1116, 0.9737], [4.0479, 0.8685, -0.0408], [-4.6250, 0.6417, 0.7261], [-5.9191, -0.2028, -0.0482], [-4.5842, -1.0442, 1.0049], [2.8653, 2.8044, 0.2626], [3.1729, 2.2337, -1.3896], [1.8437, 3.3557, -1.2069], [-3.5969, 0.1722, -1.4485], [-4.1527, -1.4195, -1.2873], [0.8483, 1.2657, -1.1949]],
  "forces_ev_per_angstrom": [[-0.5444, -3.0517, 1.7305], [0.8138, 0.3307, -0.1426], [2.5053, 2.5733, 1.0154], [0.2908, 0.5283, -0.2209], [-4.5541, 1.4964, -1.4817], [1.4283, 0.1150, -0.3807], [-0.4368, -1.7363, 2.3761], [4.4068, -2.7131, 0.4748], [0.1695, 0.1344, 1.0004], [0.0357, 0.6466, -1.2637], [0.3383, 0.2209, 0.5662], [-0.7353, 1.5439, -1.5891], [0.1726, 1.1558, 0.2400], [-2.1826, -1.1898, -0.9153], [-0.0068, -0.2298, 0.5551], [0.2061, 0.5259, 0.0831], [0.0983, -0.5975, 0.1621], [-1.1045, 0.0328, -0.0604], [-0.3747, 0.5342, -1.0303], [0.7148, -0.2806, -0.7838], [-0.1896, 0.0354, 0.4125], [-0.6881, 0.0486, -0.1241], [-0.0261, -0.2621, -0.7775], [-0.3371, 0.1387, 0.1540]],
  "mulliken_charge": [-0.12, -0.52, -0.45, 0.70, -0.17, -0.77, -0.87, 0.44, -0.43, -0.66, -0.11, 0.33, 0.37, 0.29, 0.43, 0.30, 0.27, 0.27, 0.36, 0.36, 0.32, 0.20, 0.19, 0.28],
  "relative_energy_kj_mol": 180.9,
  "charge": 1,
  "lumo_ev": -4.6720,
  "homo_lumo_gap_ha": 0.2481
}